This record from the OMol25 dataset describes a structure of composition C49H37F15GeSSb2Se4SiZr in a non-equilibrium geometry. The level of theory is wB97M-V/def2-TZVPD.

HOMO energy in eV: -7.9
E in Eh: -16285.30504
Strongest force on any atom in eV/A: 1.6
Gap between HOMO and LUMO in eV: 6.892

```
! RIJCOSX wB97M-V def2-TZVPD def2/J DEFGRID3
* xyz 0 1
Zr -1.251 1.369 -0.407
Se -2.186 1.101 -2.898
Se -0.619 2.818 -2.960
Se -0.996 4.028 -0.818
Se -3.151 3.318 -0.352
C -2.104 -2.986 -1.791
C -3.351 -3.247 -0.968
C -4.387 -2.149 -1.080
Sb -3.899 -0.206 -0.171
C -5.881 0.367 -0.872
C -6.029 1.123 -2.025
C -7.294 1.331 -2.556
C -8.407 0.782 -1.942
C -8.260 0.035 -0.784
C -7.002 -0.172 -0.248
C -4.584 -0.510 1.860
C -4.636 -1.742 2.490
C -5.037 -1.826 3.814
C -5.384 -0.683 4.513
C -5.340 0.551 3.884
C -4.935 0.636 2.564
Sb -0.697 -1.561 -0.914
C 0.612 -1.860 -2.614
C 0.962 -0.741 -3.355
C 1.709 -0.856 -4.515
C 2.122 -2.105 -4.944
C 1.788 -3.227 -4.203
C 1.033 -3.110 -3.048
C -0.162 -2.902 0.690
C 0.822 -3.871 0.641
C 1.117 -4.622 1.766
C 0.428 -4.410 2.949
C -0.585 -3.467 2.995
C -0.872 -2.714 1.870
H -2.372 -2.623 -2.786
H -1.535 -3.910 -1.902
H -3.082 -3.418 0.079
H -3.811 -4.170 -1.331
H -5.326 -2.445 -0.609
H -4.587 -1.924 -2.132
H -5.157 1.544 -2.516
H -7.405 1.916 -3.456
H -9.389 0.932 -2.365
H -9.126 -0.393 -0.300
H -6.885 -0.752 0.660
H -4.379 -2.639 1.942
H -5.078 -2.789 4.299
H -5.688 -0.748 5.548
H -5.618 1.448 4.418
H -4.893 1.602 2.065
H 0.654 0.250 -3.032
H 1.942 0.026 -5.098
H 2.701 -2.208 -5.851
H 2.107 -4.205 -4.534
H 0.779 -3.997 -2.485
H 1.368 -4.040 -0.273
H 1.888 -5.376 1.714
H 0.682 -4.973 3.833
H -1.148 -3.315 3.905
H -1.662 -1.967 1.923
C 0.702 3.340 2.164
Si -0.117 1.724 2.828
C 1.069 0.215 2.822
C -0.486 2.124 4.659
C -1.614 1.213 1.794
H 1.575 3.600 2.759
H 0.015 4.186 2.233
H 1.036 3.266 1.127
H 2.106 0.511 2.712
H 0.848 -0.490 2.019
H 0.986 -0.333 3.755
H 0.444 2.198 5.214
H -1.082 1.347 5.128
H -1.015 3.066 4.765
H -2.485 1.829 2.079
H -1.866 0.177 2.086
F 6.273 0.910 -0.568
C 5.725 -0.316 -0.582
C 4.348 -0.392 -0.612
C 3.772 -1.642 -0.584
F 2.431 -1.742 -0.535
C 4.541 -2.799 -0.584
F 3.959 -4.000 -0.593
C 5.927 -2.695 -0.582
F 6.678 -3.794 -0.583
C 6.531 -1.441 -0.572
F 7.859 -1.332 -0.559
Ge 3.338 1.325 -0.643
S 1.271 1.077 -0.443
C 3.729 2.228 -2.397
C 4.636 1.778 -3.335
F 5.273 0.618 -3.129
C 4.902 2.492 -4.497
F 5.812 2.049 -5.366
C 4.226 3.685 -4.737
F 4.512 4.396 -5.825
C 3.255 4.128 -3.840
F 2.582 5.253 -4.076
C 3.024 3.381 -2.695
F 2.064 3.762 -1.827
C 4.227 2.359 0.828
C 4.455 3.719 0.763
F 4.057 4.383 -0.329
C 5.090 4.413 1.786
F 5.322 5.722 1.682
C 5.485 3.721 2.929
F 6.074 4.363 3.935
C 5.259 2.350 3.023
F 5.641 1.680 4.112
C 4.640 1.697 1.968
F 4.435 0.369 2.041
*
```